# 1
DFT (ωB97M-V/def2-TZVPD) results for a cluster of 3 separate species, C2H10NO3 in total.

Positions of all 16 atoms, in Å:
O: -0.117 -1.486 1.189
C: 0.502 -0.686 1.814
C: 0.567 0.768 1.330
N: 0.582 0.909 -0.125
H: 1.073 -0.873 2.731
H: 1.425 1.187 1.863
H: -0.295 1.270 1.778
H: 1.089 1.712 -0.489
H: -0.342 1.026 -0.550
H: 1.055 0.107 -0.589
H: -2.912 1.360 -1.622
H: -2.855 0.501 -0.374
O: -2.304 0.998 -0.982
H: 0.895 -1.704 -2.115
H: 0.712 -0.374 -2.992
O: 1.167 -0.778 -2.247

Forces on atoms 1 to 2 (eV/Å):
-0.1 -0.8 -0.2
0.0 1.0 -0.8

The calculation puts the molar mass at 96.11 g mol⁻¹. As for the charge: +1. As for the largest force on an atom: 0.040 Eh/bohr. For the energy above the lowest of the compared OMol25 structures with the same formula, charge and spin, the calculation gives 53.5 kJ/mol. As for the LUMO energy: -3.5 eV. As for the electronic energy: -362.424459 Ha.

# 2
DFT (ωB97M-V/def2-TZVPD) results for a cluster of 4 separate species, C2H10NO5 in total.

Positions of all 18 atoms, in Å:
C: -0.069 -2.058 1.564
N: -0.583 -0.905 0.846
C: 0.300 -0.042 0.088
O: -0.334 0.968 -0.164
O: 1.397 -0.479 -0.287
H: 0.708 -1.658 2.382
H: 0.462 -2.580 0.802
H: -0.796 -2.445 2.233
H: -1.479 -1.087 0.533
H: -1.622 1.167 1.431
H: -1.871 2.493 2.195
O: -2.028 1.513 2.271
H: 0.952 2.475 -1.062
H: 0.398 1.734 -2.109
O: 0.895 2.596 -1.988
H: -0.057 -1.372 -1.726
H: 1.512 -1.498 -1.918
O: 0.630 -1.885 -2.157

Forces on atoms 1 to 2 (eV/Å):
2.2 3.3 2.8
2.8 -1.8 1.3

The calculation puts the molar mass at 128.10 g mol⁻¹. As for the largest force on an atom: 0.094 Eh/bohr. For the energy above the lowest of the compared OMol25 structures with the same formula, charge and spin, the calculation gives 127.2 kJ/mol. Its multiplicity is 2. As for the LUMO energy (alpha / beta): 0.0 / -4.4 eV. As for the electronic energy: -513.046290 Ha.

# 3
DFT (ωB97M-V/def2-TZVPD) results for a cluster of 2 separate species, C2H10NOS in total.

Positions of all 15 atoms, in Å:
C: 1.130 0.578 0.638
C: 0.224 1.781 0.172
S: -1.331 1.309 -0.637
N: 1.096 -0.507 -0.419
H: 0.937 0.126 1.669
H: 2.172 0.837 0.604
H: 0.644 2.475 -0.377
H: -0.036 2.254 1.200
H: -1.848 0.154 -0.214
H: 0.382 -1.222 -0.185
H: 2.113 -0.783 -0.460
H: 1.049 0.015 -1.242
H: -2.628 -2.454 -0.922
H: -2.111 -2.214 0.501
O: -1.794 -2.350 -0.327

Forces on atoms 1 to 2 (eV/Å):
-0.4 0.3 0.2
-2.8 -4.5 7.1

The calculation puts the molar mass at 96.17 g mol⁻¹. As for the charge: +1. As for the largest force on an atom: 0.172 Eh/bohr. For the energy above the lowest of the compared OMol25 structures with the same formula, charge and spin, the calculation gives 166.3 kJ/mol. As for the LUMO energy: -3.7 eV. As for the electronic energy: -610.074081 Ha.